Entry i
{"formula": "C5H7ClN2", "method": "ωB97M-V/def2-TZVPD", "elements": ["N", "C", "Cl", "C", "N", "C", "C", "C", "H", "H", "H", "H", "H", "H", "H"], "xyz": [[-0.947, -1.603, 0.995], [-0.121, -0.790, 0.297], [0.856, -2.026, -0.759], [1.001, -0.098, 1.003], [1.523, 1.002, 0.633], [1.158, 1.669, -0.514], [0.004, 1.357, -1.090], [-0.869, 0.209, -0.573], [-1.671, -1.953, 0.340], [-0.458, -2.225, 1.613], [1.311, -0.611, 1.863], [1.482, 2.682, -0.645], [-0.266, 1.798, -2.078], [-1.360, 0.656, 0.237], [-1.643, -0.068, -1.324]], "smiles": "N[C@]1(Cl)C=NC=CC1", "lumo_ev": 0.3}


Entry ii
{"formula": "C5H7ClN2", "method": "ωB97M-V/def2-TZVPD", "elements": ["C", "C", "C", "Cl", "C", "C", "N", "N", "H", "H", "H", "H", "H", "H", "H"], "xyz": [[-0.883, 1.915, 0.386], [-1.393, 1.055, -0.489], [-1.647, -0.368, -0.165], [-3.338, -0.797, -0.285], [-0.765, -1.303, 0.192], [0.698, -1.180, 0.240], [1.346, -0.420, -0.542], [2.705, -0.447, -0.473], [-0.578, 1.604, 1.365], [-0.721, 2.947, 0.138], [-1.716, 1.379, -1.471], [-1.160, -2.256, 0.493], [1.237, -1.824, 0.960], [3.098, -0.714, 0.439], [3.116, 0.408, -0.788]], "smiles": "C=C/C(Cl)=C\\C=N\\N", "lumo_ev": 0.6}


Most stable of them? entry i.


Entry i
{"formula": "CH5N4", "method": "ωB97M-V/def2-TZVPD", "elements": ["H", "N", "N", "N", "C", "N", "H", "H", "H", "H"], "xyz": [[-1.363, -2.558, 1.526], [-1.646, -1.796, 0.906], [-0.397, -1.218, 0.745], [-0.480, -0.167, -0.025], [0.694, 0.439, -0.152], [0.926, 1.527, -0.787], [-1.428, 0.040, -0.311], [1.592, -0.176, 0.154], [1.894, 1.734, -0.860], [0.207, 2.174, -1.196]], "smiles": "[H]/N=N/[NH+]=C/N", "charge": 1, "lumo_ev": -5.2}


Entry ii
{"formula": "CH5N4", "method": "ωB97M-V/def2-TZVPD", "elements": ["C", "N", "N", "N", "N", "H", "H", "H", "H", "H"], "xyz": [[1.234, -0.919, -0.075], [0.701, 0.025, 0.873], [1.976, 0.137, 0.100], [-1.091, 0.487, 0.551], [-1.777, -0.073, -0.346], [0.729, -0.306, 1.853], [2.980, 0.337, 0.151], [-1.397, 0.497, 1.484], [-1.791, 0.421, -1.226], [-2.051, -1.075, -0.360]], "charge": 1, "lumo_ev": -5.8}


Most stable of them? entry i.


Entry i
{"formula": "C6H11O", "method": "ωB97M-V/def2-TZVPD", "elements": ["C", "C", "C", "C", "C", "C", "O", "H", "H", "H", "H", "H", "H", "H", "H", "H", "H", "H"], "xyz": [[0.388, 0.382, 1.253], [-1.134, 0.315, 1.178], [-1.795, -0.244, -1.297], [0.916, -0.525, 0.192], [-0.694, 0.674, -1.195], [2.253, -0.530, -0.426], [-1.639, 0.644, -0.160], [0.670, 1.483, 1.199], [0.451, -0.008, 2.302], [-1.498, -0.589, 1.555], [-1.521, 1.120, 1.802], [-2.767, 0.003, -1.865], [-1.485, -1.274, -1.216], [0.406, -1.386, 0.020], [-0.516, 1.580, -1.625], [2.837, -1.403, -0.132], [2.950, 0.272, -0.101], [2.177, -0.515, -1.483]], "charge": 1, "lumo_ev": [-4.5, -4.5]}


Entry ii
{"formula": "C6H11O", "method": "ωB97M-V/def2-TZVPD", "elements": ["C", "C", "C", "C", "C", "C", "O", "H", "H", "H", "H", "H", "H", "H", "H", "H", "H", "H"], "xyz": [[1.529, 1.124, 0.184], [0.386, 1.154, -0.803], [1.733, -0.396, 0.559], [-0.183, -0.203, -0.716], [-1.201, -0.845, -1.484], [-1.145, -2.166, -1.637], [0.466, -0.881, 0.180], [2.439, 1.671, -0.165], [1.282, 1.777, 1.098], [-0.286, 2.011, -0.731], [0.781, 1.453, -1.778], [2.546, -0.962, 0.067], [1.897, -0.385, 1.659], [-1.662, 0.730, 1.842], [-2.074, -0.367, -1.820], [-0.351, -2.660, -1.215], [-1.817, -2.589, -2.352], [-1.459, 0.828, 2.611]], "charge": 1, "lumo_ev": -5.7}


Most stable of them? entry ii.


Entry i
{"formula": "C8H13Br2", "method": "ωB97M-V/def2-TZVPD", "elements": ["Br", "Br", "C", "C", "C", "C", "C", "C", "C", "C", "H", "H", "H", "H", "H", "H", "H", "H", "H", "H", "H", "H", "H"], "xyz": [[0.526, -0.485, -0.844], [0.993, -0.455, 1.670], [3.162, 1.661, 2.478], [3.703, 0.684, 1.448], [3.499, 1.126, 0.014], [4.103, 0.092, -0.964], [3.732, -1.300, -0.624], [3.336, -1.657, 0.611], [3.001, -0.683, 1.649], [3.713, -2.332, -1.689], [3.398, 1.369, 3.509], [3.559, 2.664, 2.292], [2.071, 1.654, 2.391], [4.790, 0.560, 1.584], [2.432, 1.213, -0.200], [4.001, 2.086, -0.141], [3.844, 0.300, -2.016], [5.205, 0.187, -0.892], [3.147, -2.709, 0.810], [3.052, -1.092, 2.670], [3.994, -1.891, -2.647], [4.407, -3.153, -1.478], [2.696, -2.735, -1.783]], "spin_multiplicity": 2, "s_squared": 0.75, "lumo_ev": [0.5, -1.3]}


Entry ii
{"formula": "C8H13Br2", "method": "ωB97M-V/def2-TZVPD", "elements": ["Br", "Br", "C", "C", "C", "C", "C", "C", "C", "C", "H", "H", "H", "H", "H", "H", "H", "H", "H", "H", "H", "H", "H"], "xyz": [[-2.366, 1.047, -0.595], [-0.163, -0.074, 1.834], [-5.755, -0.126, 1.902], [-4.252, -0.281, 1.916], [-3.851, -1.728, 2.190], [-2.345, -1.970, 2.307], [-1.488, -0.786, 2.970], [-2.381, 0.303, 3.465], [-3.596, 0.586, 2.941], [-0.514, -1.345, 4.064], [-6.021, 0.907, 1.711], [-6.200, -0.735, 1.107], [-6.206, -0.428, 2.839], [-3.848, 0.000, 0.906], [-4.314, -2.070, 3.133], [-4.258, -2.385, 1.400], [-2.124, -2.940, 2.814], [-1.960, -2.066, 1.304], [-1.922, 0.994, 4.197], [-4.039, 1.589, 3.050], [-0.503, -0.692, 4.936], [-0.699, -2.383, 4.336], [0.468, -1.305, 3.587]], "spin_multiplicity": 2, "s_squared": 0.75, "lumo_ev": [0.7, -3.2]}


Most stable of them? entry i.